Density functional theory data (ωB97M-V/def2-TZVPD) for 4 unconnected molecules or ions with the total composition C20H50BFN2O14P3.

2S+1	2
net charge	0
ΔE to the lowest compared entry with this formula, charge and spin	34.95	kcal per mole
⟨S²⟩	0.7542

Atoms and positions in Å:
1 C 3.80834 -0.93528 0.80419
2 C 3.47569 0.60511 0.87640
3 C 4.52758 1.17330 1.92490
4 C 2.06483 0.91645 1.48163
5 C 0.88194 1.12117 0.47473
6 C -0.07001 -0.10352 0.21876
7 C 0.28586 -1.43367 0.91248
8 F 0.03405 -1.39436 2.30042
9 B -0.05028 2.29359 1.12449
10 N -0.84408 1.99650 2.34548
11 O -0.13262 3.61986 0.62706
12 C 1.37226 1.68180 -0.92469
13 C 2.83357 2.27076 -0.85273
14 C 2.93445 3.64289 -0.10697
15 C 3.20305 2.59543 -2.35762
16 N 3.79417 1.24832 -0.41241
17 O 4.15051 0.43593 -1.34122
18 H 4.89024 -1.05862 0.61244
19 H 3.22833 -1.46423 0.02659
20 H 3.55992 -1.35555 1.80511
21 H 4.27866 2.23840 2.11778
22 H 5.54491 1.07326 1.50500
23 H 4.43725 0.62665 2.89090
24 H 2.17449 1.88266 2.03510
25 H 1.88411 0.16420 2.27913
26 H -1.09919 0.16534 0.56206
27 H -0.19759 -0.33542 -0.87554
28 H -0.41757 -2.20635 0.52420
29 H 1.30098 -1.82550 0.72405
30 H -0.50908 1.12917 2.77247
31 H -0.59976 2.71050 3.03625
32 H -0.76529 3.66474 -0.09264
33 H 0.66010 2.36684 -1.41978
34 H 1.46778 0.79926 -1.60369
35 H 2.51023 4.43271 -0.75823
36 H 4.02448 3.86471 -0.00472
37 H 2.50744 3.65275 0.91099
38 H 4.28752 2.79650 -2.45765
39 H 2.67118 3.51175 -2.70319
40 H 2.88176 1.78684 -3.04401
41 C -1.86828 -3.20657 -6.68249
42 O -1.22844 -2.37103 -5.72254
43 P -1.50113 -2.65806 -4.17466
44 O -1.18221 -4.02780 -3.73131
45 O -3.00560 -2.18646 -3.93366
46 C -4.02642 -3.18458 -3.89535
47 O -0.67825 -1.49903 -3.46568
48 C 0.72780 -1.70672 -3.31373
49 H -1.95852 -4.23322 -6.32099
50 H -2.85894 -2.80861 -6.91318
51 H -1.27106 -3.20810 -7.59247
52 H -3.74162 -4.00943 -3.24176
53 H -4.22784 -3.56192 -4.89903
54 H -4.93285 -2.72655 -3.50392
55 H 1.17802 -2.04122 -4.24966
56 H 0.90784 -2.44708 -2.53270
57 H 1.18458 -0.76403 -3.02016
58 C -6.51771 3.51864 -1.30176
59 O -6.61563 4.88792 -0.92353
60 P -5.26721 5.66738 -0.56356
61 O -4.24236 5.65539 -1.62500
62 O -4.81310 5.06349 0.84023
63 C -3.78203 4.07647 0.84204
64 O -5.80600 7.10084 -0.14531
65 C -6.11255 8.00812 -1.20532
66 H -5.60277 3.32481 -1.86599
67 H -6.54085 2.88879 -0.40967
68 H -7.37304 3.27054 -1.92776
69 H -2.93742 4.39762 0.23238
70 H -4.16632 3.12494 0.47035
71 H -3.43910 3.94014 1.86531
72 H -6.72617 7.52579 -1.96834
73 H -5.19073 8.37894 -1.65427
74 H -6.66483 8.84671 -0.78589
75 C 1.71832 -3.37406 3.50938
76 O 2.60293 -4.10130 4.35915
77 P 2.55294 -5.69726 4.30430
78 O 2.77298 -6.27871 2.96665
79 O 1.17434 -6.08274 5.00715
80 C 0.06171 -6.40814 4.17362
81 O 3.61210 -6.10830 5.41397
82 C 4.98754 -6.08373 5.03057
83 H 1.56644 -3.89052 2.55852
84 H 0.75884 -3.23550 4.00945
85 H 2.15167 -2.39629 3.31018
86 H 0.34767 -7.12416 3.40272
87 H -0.34219 -5.50716 3.70892
88 H -0.70866 -6.85703 4.79788
89 H 5.23650 -5.14857 4.52561
90 H 5.20441 -6.92616 4.37319
91 H 5.59300 -6.17139 5.93062

Density functional theory data (ωB97M-V/def2-TZVPD) for 6 unconnected molecules or ions with the total composition C20H50N2O6.

2S+1	2
net charge	+1
ΔE to the lowest compared entry with this formula, charge and spin	10.17	kcal per mole
⟨S²⟩	0.7549

Atoms and positions in Å:
1 C -0.20146 -1.00303 -3.04993
2 O -0.82004 -2.26485 -3.34387
3 H 0.00666 -0.90201 -1.98477
4 H 0.73965 -0.84590 -3.57695
5 H -0.89243 -0.24569 -3.42021
6 H -1.74642 -2.26832 -3.09206
7 C -1.22315 -0.28022 0.87277
8 O -1.35175 0.71791 -0.12457
9 H -1.00023 0.05406 1.88602
10 H -2.23103 -0.69274 0.91870
11 H -0.55158 -1.07029 0.53682
12 H -2.19126 0.67619 -0.58833
13 O -3.92732 0.23699 -1.63115
14 H -4.49303 0.80201 -1.10488
15 H -4.21959 0.37673 -2.53186
16 O -5.20221 -1.45199 1.95922
17 H -4.92797 -0.55939 1.74876
18 H -6.11580 -1.49523 1.67690
19 C -0.64199 6.24842 -2.03651
20 C -0.77869 4.82091 -2.54501
21 C -1.95369 4.22735 -1.66172
22 C -2.62410 3.01506 -2.19887
23 C -3.14026 3.34428 -3.57869
24 C -2.08394 3.82840 -4.61812
25 N -1.25254 4.95739 -3.98196
26 O -0.23197 5.40642 -4.87488
27 C -1.33127 2.72563 -5.32705
28 C -2.97836 4.52940 -5.67249
29 C 0.48585 3.99443 -2.45620
30 H -1.37702 7.02027 -2.26471
31 H 0.20232 6.69127 -2.56484
32 H -0.41178 6.32349 -0.97374
33 H -1.41370 3.94582 -0.75770
34 H -2.71097 4.98273 -1.45193
35 H -3.45744 2.82152 -1.52345
36 H -2.01328 2.11234 -2.20940
37 H -3.87283 4.13686 -3.42620
38 H -3.66290 2.45875 -3.94033
39 H -0.74940 2.15989 -4.59941
40 H -1.97555 2.00549 -5.83142
41 H -0.62376 3.01310 -6.10480
42 H -3.23186 5.53438 -5.33507
43 H -2.35575 4.80088 -6.52500
44 H -3.86751 3.95832 -5.93966
45 H 0.78342 3.89521 -1.41230
46 H 1.30059 4.37995 -3.06911
47 H 0.31710 3.02510 -2.92527
48 H 0.46941 4.75394 -4.81224
49 C 4.55389 -5.12383 4.84914
50 C 3.07223 -4.57268 4.99125
51 C 3.19550 -3.09194 5.68105
52 C 3.45599 -1.99958 4.75716
53 C 2.40132 -2.09224 3.57900
54 C 2.28593 -3.42501 2.86446
55 N 2.29205 -4.61277 3.76937
56 O 2.31041 -5.84348 3.09230
57 C 0.87805 -3.41967 2.14439
58 C 3.43037 -3.42621 1.79704
59 C 2.28190 -5.50020 6.04993
60 H 5.17046 -4.79199 4.01379
61 H 4.48933 -6.19632 4.66561
62 H 5.05735 -5.14108 5.81576
63 H 2.29249 -2.87047 6.24991
64 H 4.06574 -3.00458 6.33155
65 H 4.49686 -2.04446 4.43670
66 H 3.29821 -1.10056 5.35295
67 H 2.53851 -1.23674 2.91765
68 H 1.42964 -1.90280 4.03514
69 H 0.83670 -2.65941 1.36439
70 H 0.77392 -4.33864 1.56752
71 H -0.00664 -3.26198 2.76130
72 H 3.40109 -2.70281 0.98222
73 H 4.37170 -3.25716 2.31994
74 H 3.50618 -4.38876 1.29122
75 H 1.39323 -4.96037 6.37693
76 H 2.92434 -5.63143 6.92064
77 H 2.10354 -6.50503 5.66705
78 H 3.23053 -5.79910 2.82211

Density functional theory data (ωB97M-V/def2-TZVPD) for a molecular structure, C20H52AsF9N5O8S.

2S+1	1
net charge	+3
total energy	-141523.903	eV

Atoms and positions in Å:
1 C 0.41767 18.49918 15.68892
2 N 1.59987 18.05806 14.81136
3 C 1.21424 18.36780 13.37742
4 C 2.88648 18.82240 15.13013
5 C 1.97418 16.59919 14.99109
6 C 1.17303 15.44741 14.39343
7 O -0.27338 15.72119 14.44115
8 H 0.48633 19.57268 15.75389
9 H 0.55317 18.13462 16.69618
10 H -0.47696 18.04592 15.28581
11 H 1.07952 19.46745 13.29185
12 H 0.26108 17.91091 13.18845
13 H 1.94741 18.07699 12.62488
14 H 3.39722 18.43943 16.03029
15 H 2.59190 19.86253 15.27293
16 H 3.59752 18.73735 14.30314
17 H 2.11087 16.52770 16.12375
18 H 3.02105 16.58858 14.62270
19 H 1.42559 14.53604 14.94246
20 H 1.45290 15.25558 13.36886
21 H -0.76885 15.35890 13.69533
22 C 7.15159 18.94288 8.19612
23 N 7.37649 18.69301 6.69583
24 C 6.76824 17.41773 6.30052
25 C 6.76668 19.73282 5.83690
26 C 8.89070 18.72378 6.50673
27 C 9.35430 18.84838 5.06155
28 O 8.77768 17.85676 4.27438
29 H 7.76752 18.23581 8.72138
30 H 6.12366 18.73654 8.48117
31 H 7.41094 19.97708 8.37063
32 H 7.33518 16.52820 6.62847
33 H 6.72278 17.34653 5.21501
34 H 5.65935 17.29608 6.53286
35 H 5.69562 19.83691 5.99844
36 H 6.97640 19.47850 4.82454
37 H 7.27660 20.66170 6.15333
38 H 9.35246 17.86904 6.99856
39 H 9.27885 19.60717 7.10824
40 H 10.41872 18.73511 5.05043
41 H 9.21088 19.87685 4.63028
42 H 9.23007 17.87487 3.44943
43 C 8.23009 12.97226 12.46456
44 C 7.27234 12.55508 13.55325
45 O 6.99480 11.47116 14.00393
46 N 6.63744 13.69271 14.24382
47 H 5.96079 14.13034 13.59215
48 H 6.17517 13.37937 15.10321
49 C 7.56052 14.72545 14.72618
50 H 9.27918 13.01068 12.78148
51 H 7.97493 13.90931 11.99737
52 H 8.16069 12.12220 11.77226
53 H 8.40903 14.33728 15.21995
54 H 6.91403 15.31756 15.38329
55 H 7.81169 15.37066 13.88747
56 C 3.53215 6.51507 17.95601
57 C 4.21828 5.39074 18.69135
58 O 4.45544 4.32319 18.27698
59 N 4.94120 5.82962 20.03298
60 H 5.66969 6.54077 19.74507
61 H 4.31037 6.48515 20.44474
62 C 5.49898 4.71941 20.82371
63 H 4.21845 7.28798 17.80602
64 H 2.62973 6.94525 18.47689
65 H 3.26941 6.12538 16.97213
66 H 6.03307 4.12593 20.17729
67 H 4.70342 4.03417 21.13312
68 H 6.25855 5.09188 21.58127
69 C 10.50145 14.68273 21.13602
70 C 9.44320 15.48247 21.85848
71 O 9.48603 16.50628 22.42806
72 N 8.10310 14.71142 21.74819
73 H 7.53172 15.09148 20.98752
74 H 8.31229 13.74474 21.32614
75 C 7.09786 14.65988 22.90494
76 H 11.36265 15.32867 21.06962
77 H 10.19243 14.30844 20.12212
78 H 10.87637 13.88841 21.82340
79 H 7.52625 14.05856 23.63749
80 H 6.19821 14.25570 22.53471
81 H 6.80481 15.72449 23.14366
82 C 4.23005 15.76764 10.54218
83 F 2.88793 15.78356 10.62070
84 F 4.63000 14.57249 10.15082
85 F 4.54276 16.69307 9.61460
86 S 4.93460 16.20351 12.22456
87 O 4.69114 15.01108 13.13440
88 O 6.37658 16.37188 11.95888
89 O 4.10380 17.36074 12.63543
90 As 7.12142 13.37520 18.66856
91 F 8.16049 12.73547 17.41019
92 F 6.02587 11.92159 18.76368
93 F 6.20011 14.20326 19.92337
94 F 7.97412 14.88534 18.57732
95 F 6.04646 14.04178 17.44407
96 F 8.07581 12.53916 19.87145

Density functional theory data (ωB97M-V/def2-TZVPD) for 6 unconnected molecules or ions with the total composition C20H52BClO15S.

2S+1	1
net charge	0
total energy	-76325.093	eV

Atoms and positions in Å:
1 O 2.56163 -2.56002 6.76781
2 S 2.15519 -1.43414 5.97634
3 O 3.47780 -0.40560 6.18321
4 Cl 3.18286 1.24526 6.08499
5 O 1.10141 -0.57382 6.85159
6 B -0.14963 -0.27378 6.27899
7 O -1.05496 0.35692 7.07648
8 O -0.46017 -0.64351 4.99043
9 H -0.65464 0.96391 7.70561
10 H -0.33770 0.05524 4.33341
11 C 1.43132 -0.51131 2.38135
12 O 0.24229 0.24288 2.21055
13 C 0.34648 1.26486 1.23122
14 C -0.24885 0.86938 -0.09817
15 O 0.46149 -0.17070 -0.73635
16 C -0.14923 -1.44539 -0.63128
17 H 1.15811 -1.38554 2.96976
18 H 1.86932 -0.83058 1.43372
19 H 2.17058 0.07517 2.94099
20 H 1.39067 1.56383 1.09738
21 H -0.20188 2.13432 1.60510
22 H -0.20157 1.74363 -0.75510
23 H -1.30373 0.60001 0.02650
24 H -1.01992 -1.51014 -1.29155
25 H -0.45053 -1.67375 0.39416
26 H 0.58369 -2.18114 -0.95650
27 C -1.47041 -5.23788 6.97286
28 O -2.49497 -4.33208 6.60941
29 C -2.15445 -3.49636 5.51701
30 C -2.75310 -3.97830 4.21496
31 O -2.23216 -5.23380 3.81397
32 C -3.07505 -6.32669 4.12056
33 H -1.91024 -5.96825 7.64997
34 H -1.06286 -5.75638 6.10143
35 H -0.65497 -4.72173 7.49186
36 H -1.06616 -3.41613 5.41890
37 H -2.54646 -2.49776 5.73044
38 H -2.50915 -3.25578 3.43050
39 H -3.84362 -4.02789 4.30629
40 H -3.93547 -6.36157 3.44275
41 H -3.43587 -6.28094 5.15095
42 H -2.48849 -7.23436 3.98825
43 C 0.85669 6.68728 -1.35095
44 O 2.10138 7.02382 -0.75997
45 C 2.11023 6.97742 0.65618
46 C 2.67320 5.66231 1.16066
47 O 1.84320 4.57838 0.77649
48 C 2.27789 3.89830 -0.38450
49 H 1.04064 6.48942 -2.40534
50 H 0.42815 5.79194 -0.89645
51 H 0.13936 7.51019 -1.26239
52 H 1.09885 7.11860 1.05266
53 H 2.73264 7.80247 1.01337
54 H 2.71987 5.67454 2.25299
55 H 3.68933 5.52366 0.77692
56 H 3.10852 3.21802 -0.16437
57 H 2.58230 4.59209 -1.16999
58 H 1.43127 3.31350 -0.74293
59 C -0.90315 4.76203 -5.45860
60 O -0.29895 4.53553 -4.19885
61 C -0.71879 3.33554 -3.57261
62 C 0.28444 2.21375 -3.74459
63 O 0.42622 1.82580 -5.09893
64 C 1.56594 2.37207 -5.73499
65 H -0.34293 5.55772 -5.94652
66 H -0.87446 3.86717 -6.08480
67 H -1.94378 5.08372 -5.34205
68 H -1.69342 3.02225 -3.96210
69 H -0.83516 3.54460 -2.50334
70 H -0.06070 1.33800 -3.18731
71 H 1.25346 2.51482 -3.32919
72 H 2.48028 1.87224 -5.39679
73 H 1.65617 3.44492 -5.54773
74 H 1.44993 2.20497 -6.80443
75 C -0.44946 -1.97153 -4.33798
76 O -0.91879 -3.16528 -3.73589
77 C -1.96216 -3.79820 -4.45364
78 C -1.46156 -4.95609 -5.28911
79 O -0.58608 -4.53475 -6.31876
80 C 0.78380 -4.71173 -6.01453
81 H 0.48496 -1.70735 -3.84508
82 H -0.26940 -2.10170 -5.40722
83 H -1.16512 -1.15456 -4.19305
84 H -2.47859 -3.07558 -5.09487
85 H -2.68302 -4.17829 -3.72328
86 H -2.31852 -5.44338 -5.76370
87 H -0.96822 -5.69110 -4.64375
88 H 1.06661 -5.76831 -6.07842
89 H 1.02698 -4.33785 -5.01705
90 H 1.35337 -4.15146 -6.75398

Density functional theory data (ωB97M-V/def2-TZVPD) for a molecular structure, C20H52O28S4.

2S+1	1
net charge	0
ΔE to the lowest compared entry with this formula, charge and spin	0.00	kcal per mole

Atoms and positions in Å:
1 C 0.63966 -1.20624 0.52011
2 C 1.12913 -0.15966 1.49497
3 O 0.62526 1.15583 1.04904
4 S -0.21968 0.94198 -0.35621
5 O 0.14699 1.96002 -1.29776
6 O -1.61541 0.74646 -0.03665
7 O 0.46179 -0.52358 -0.70168
8 H -0.23537 -1.71325 0.94407
9 H 1.31718 -2.03268 0.30277
10 H 2.19093 0.04387 1.38448
11 H 0.72962 -0.31929 2.49063
12 C -4.23336 -2.33149 0.98579
13 C -4.56158 -0.82403 0.84301
14 O -4.56617 -0.30387 2.16439
15 S -4.18619 -1.43827 3.25636
16 O -5.33960 -2.17023 3.68640
17 O -3.24733 -0.94429 4.24203
18 O -3.39500 -2.34321 2.16531
19 H -3.59327 -2.67808 0.18184
20 H -5.11777 -2.90718 1.25609
21 H -5.54868 -0.76740 0.38869
22 H -3.70411 -0.33307 0.38513
23 C -0.89904 5.64118 1.65818
24 C -0.73856 4.13790 1.61799
25 O -0.23126 3.72154 2.86254
26 S -0.39194 4.88804 4.03641
27 O 0.86255 4.93699 4.69616
28 O -1.61568 4.80643 4.73244
29 O -0.41169 6.09095 2.90041
30 H -1.95733 5.93817 1.62225
31 H -0.52687 6.25196 0.83339
32 H -0.29566 3.75828 0.69712
33 H -1.74489 3.71287 1.51659
34 C 6.05488 -4.20167 1.39975
35 C 5.08236 -4.80061 2.46536
36 O 5.01013 -3.83533 3.48884
37 S 5.16735 -2.29035 2.91966
38 O 5.96305 -1.51627 3.80607
39 O 3.86614 -1.83067 2.54072
40 O 5.98440 -2.77657 1.61695
41 H 5.94054 -4.35219 0.33242
42 H 7.07731 -4.41125 1.71927
43 H 5.45383 -5.75926 2.80848
44 H 4.08820 -4.86867 2.01987
45 C -0.13032 -5.02668 0.61749
46 C -1.45695 -4.61078 0.01960
47 O -1.32174 -3.91331 -1.23373
48 O -0.35016 -5.70712 1.84157
49 H 0.50843 -4.14273 0.59744
50 H 0.26801 -5.75090 -0.10131
51 H -1.97295 -3.96221 0.73389
52 H -2.13237 -5.42706 -0.24130
53 H -1.92723 -4.33957 -1.84224
54 H 0.44807 -5.60642 2.36946
55 C 2.03774 -3.83722 -2.51610
56 C 2.14793 -2.33534 -2.77008
57 O 3.05027 -1.72770 -1.82905
58 O 3.06912 -4.50699 -3.24442
59 H 1.02250 -4.13258 -2.77851
60 H 2.18787 -4.05107 -1.45134
61 H 1.12253 -1.94663 -2.84033
62 H 2.51259 -2.12436 -3.78156
63 H 2.86489 -0.79579 -2.00953
64 H 3.84071 -3.93541 -3.21585
65 C -1.27543 1.24663 5.18574
66 C -0.01539 0.39911 5.21065
67 O 1.06751 1.06778 4.53084
68 O -1.37844 2.28444 6.14839
69 H -2.20518 0.73196 5.43167
70 H -1.43240 1.52966 4.13287
71 H -0.25681 -0.52664 4.67473
72 H 0.39845 0.15145 6.18852
73 H 0.64418 1.74951 3.98966
74 H -0.54335 2.58019 6.52481
75 C -2.06279 0.25676 -3.44989
76 C -2.52659 -0.98738 -2.70126
77 O -3.50802 -1.68403 -3.48780
78 O -3.06137 1.24366 -3.45099
79 H -1.71836 -0.05810 -4.43801
80 H -1.23641 0.66510 -2.86245
81 H -3.05996 -0.67632 -1.80060
82 H -1.69086 -1.66271 -2.53556
83 H -4.00971 -1.00746 -3.95766
84 H -2.93111 1.95742 -4.08493
85 C 3.15111 2.28330 -4.03781
86 C 1.80680 2.94579 -3.99315
87 O 1.71264 4.03396 -4.94379
88 O 4.05778 2.79011 -3.06749
89 H 3.51001 2.48627 -5.05283
90 H 2.99432 1.21751 -3.84280
91 H 1.54621 3.36062 -3.01959
92 H 1.02898 2.27465 -4.35683
93 H 1.63208 4.91246 -4.57100
94 H 4.72719 2.11754 -2.92309
95 C -2.65948 4.81255 -2.62469
96 C -1.72292 4.84957 -3.84817
97 O -1.84159 3.62344 -4.55899
98 O -2.18137 3.88735 -1.66118
99 H -3.67757 4.69616 -3.00841
100 H -2.56705 5.79683 -2.15826
101 H -0.68415 5.06676 -3.59806
102 H -2.17870 5.62926 -4.47387
103 H -1.24237 3.59398 -5.31050
104 H -1.81371 3.14687 -2.16200